Below is a cluster of 3 separate species, C15H35Br2N4O4P2 in total at a distorted geometry, with properties calculated with ωB97M-V/def2-TZVPD.

Last column: Löwdin charge in e.
Atoms and positions in Å:
C  -3.659023  8.151925  -3.074384  -0.109
C  -4.047086  6.800308  -3.783607  -0.255
C  -3.033272  5.660138  -3.446854  -0.255
C  -3.271793  4.331318  -4.308593  -0.148
C  -2.303816  3.266264  -3.699131  -0.180
N  -1.135614  2.834679  -4.348535  0.170
C  -0.546084  1.951465  -3.487259  -0.079
N  -1.289640  1.826008  -2.379075  -0.266
P  -0.961390  0.835778  -0.911336  0.636
O  -0.186010  -0.545978  -1.446707  -0.339
Br  0.513281  2.113589  0.251585  0.291
C  -2.465630  2.636184  -2.411878  -0.351
P  -3.785892  2.759240  -1.075165  0.581
O  -4.416843  1.187457  -1.028157  -0.379
Br  -5.517912  4.023969  -1.745190  0.400
H  -2.948288  8.743484  -3.697080  0.076
H  -4.593712  8.755701  -2.974363  0.077
H  -3.223969  8.026766  -2.054960  0.077
H  -5.064423  6.479011  -3.463842  0.080
H  -3.974186  6.979170  -4.890025  0.117
H  -3.060124  5.343191  -2.368098  0.066
H  -1.958275  5.940934  -3.634739  0.126
H  -2.943035  4.582371  -5.354109  0.122
H  -4.330225  3.994267  -4.302535  0.081
H  -0.782773  3.115373  -5.261530  0.187
H  0.407958  1.430021  -3.687140  0.165
H  0.619649  -0.309282  -1.954389  0.061
H  -4.338686  0.862718  -1.949855  0.055
C  2.008287  -5.286495  0.101162  -0.064
C  1.718442  -4.048148  -0.740665  -0.423
C  2.980366  -3.249660  -1.121273  -0.209
O  3.517229  -2.462348  -0.072559  -0.193
C  4.326749  -3.174386  0.845901  -0.112
N  0.742543  -3.213007  -0.031380  0.051
H  2.225092  -5.041987  1.141522  0.055
H  1.142861  -5.951823  0.104231  0.079
H  2.855527  -5.847205  -0.302781  0.080
H  1.260399  -4.391968  -1.674639  0.133
H  2.703372  -2.537025  -1.906974  0.109
H  3.752392  -3.900861  -1.550600  0.120
H  4.895841  -3.973652  0.363166  0.095
H  3.711642  -3.578029  1.650221  0.045
H  5.031750  -2.470063  1.291809  0.091
H  0.475067  -2.439668  -0.635003  0.019
H  1.235824  -2.759434  0.739705  0.044
C  1.179627  -4.258020  4.389113  -0.060
C  2.358352  -3.299306  4.248664  -0.422
C  2.645211  -2.481973  5.520981  -0.202
O  1.742564  -1.410197  5.746409  -0.191
C  0.515013  -1.786104  6.348810  -0.104
N  2.127016  -2.428012  3.089423  0.044
H  0.217234  -3.748489  4.336261  0.067
H  1.193166  -4.994962  3.583342  0.069
H  1.226989  -4.801905  5.335677  0.083
H  3.246624  -3.907910  4.046732  0.133
H  3.628559  -2.015800  5.405717  0.123
H  2.708653  -3.126464  6.406376  0.123
H  0.640949  -2.608027  7.058476  0.093
H  -0.217303  -2.053911  5.584093  0.074
H  0.126198  -0.920656  6.886872  0.088
H  2.957802  -1.859565  2.938251  0.075
H  1.416777  -1.749010  3.359912  0.080

Forces on atoms 1 to 2 (eV/Å):
C -0.6 0.0 -0.2
C 1.3 0.1 0.3

Results
- E_tot (Ha) = -6943.033538
- total charge = +1
- gap between HOMO and LUMO (eV) = 6.837

=====

Below is a cluster of 3 separate species, C15H35F3N3O5 in total at a distorted geometry, with properties calculated with ωB97M-V/def2-TZVPD.

Last column: Löwdin charge in e.
Atoms and positions in Å:
N  7.034502  3.222768  3.554650  -0.200
C  5.900851  3.046305  4.445312  -0.442
C  4.558903  3.020647  3.707653  -0.282
O  4.074635  1.676666  3.577118  -0.047
C  3.402399  3.826747  4.328264  -0.532
F  2.441715  3.057662  4.906134  0.102
F  2.762277  4.561432  3.366045  0.084
F  3.786248  4.718027  5.262237  0.110
H  6.746802  3.862879  2.815693  -0.131
H  5.885557  3.789451  5.256222  0.066
H  5.989981  2.066823  4.912745  0.079
H  4.711847  3.405788  2.710814  0.127
H  4.219732  1.406365  2.675473  0.071
C  3.690509  -1.783993  1.554598  -0.107
O  2.976447  -0.816451  0.813582  -0.191
C  2.161765  -1.316174  -0.233370  -0.218
C  0.684397  -1.234062  0.091227  -0.216
N  0.295498  -2.180312  1.130095  -0.042
C  -1.019408  -1.947674  1.731782  -0.193
C  -1.321121  -0.586984  2.351975  -0.234
O  -0.635658  -0.315827  3.555090  -0.177
C  0.727307  0.045493  3.384594  -0.083
H  4.454691  -1.258427  2.124340  0.091
H  3.050834  -2.323254  2.262555  0.075
H  4.178450  -2.508356  0.895153  0.085
H  2.451918  -2.337519  -0.502231  0.119
H  2.349769  -0.679523  -1.102749  0.120
H  0.110981  -1.447837  -0.815220  0.109
H  0.476523  -0.194480  0.372097  0.104
H  0.989282  -2.168053  1.863698  0.064
H  -1.147659  -2.698857  2.515452  0.119
H  -1.781134  -2.146278  0.972724  0.090
H  -2.383040  -0.583402  2.613654  0.120
H  -1.175722  0.232059  1.636500  0.108
H  0.877544  0.662286  2.496292  0.090
H  1.360560  -0.843304  3.327652  0.071
H  1.044550  0.617170  4.254068  0.088
C  -3.132508  1.443928  -5.702571  -0.113
O  -4.322580  1.001826  -5.083050  -0.189
C  -4.773898  -0.282888  -5.482527  -0.221
C  -4.558633  -1.329907  -4.410471  -0.220
N  -3.148843  -1.638921  -4.225359  -0.051
C  -2.824006  -2.439021  -3.046132  -0.195
C  -3.234753  -1.946816  -1.662053  -0.226
O  -2.503961  -0.840092  -1.175671  -0.205
C  -2.878140  0.419071  -1.699664  -0.086
H  -3.052920  2.514806  -5.524576  0.089
H  -2.239940  0.963499  -5.287113  0.076
H  -3.156783  1.269171  -6.781952  0.086
H  -4.303377  -0.583292  -6.423835  0.120
H  -5.848872  -0.196931  -5.661995  0.120
H  -5.080008  -2.243818  -4.713674  0.123
H  -5.040111  -0.963543  -3.494572  0.104
H  -2.615602  -0.781707  -4.199647  0.068
H  -1.739501  -2.568494  -3.036037  0.120
H  -3.256360  -3.435357  -3.187820  0.117
H  -3.016454  -2.760171  -0.965104  0.115
H  -4.312493  -1.753874  -1.584883  0.114
H  -3.958049  0.492048  -1.852400  0.089
H  -2.358287  0.638477  -2.636488  0.075
H  -2.576655  1.174205  -0.974322  0.090

Forces on atoms 1 to 2 (eV/Å):
N -0.1 -0.5 -0.1
C 0.9 0.5 -0.6

Results
- E_tot (Ha) = -1432.455429
- total charge = -1
- gap between HOMO and LUMO (eV) = 3.421

=====

Below is a cluster of 6 separate species, C15H35FN5O5 in total at a distorted geometry, with properties calculated with ωB97M-V/def2-TZVPD.

Last column: Löwdin charge in e.
Atoms and positions in Å:
F  0.008143  0.124764  0.069258  -0.480
C  -0.177085  0.470662  3.717879  0.000
C  0.445419  1.776997  3.338697  -0.566
O  0.527090  2.672458  4.178612  0.002
N  0.854463  1.909692  2.066477  0.017
C  1.514839  3.087932  1.565705  -0.071
H  -1.231670  0.632748  3.935180  0.081
H  0.321305  0.133912  4.623008  0.086
H  -0.114566  -0.277192  2.928014  0.040
H  0.616804  1.192331  1.371240  0.072
H  1.085442  3.370890  0.600929  0.079
H  2.552916  2.840327  1.296832  0.068
H  1.519873  3.881522  2.300949  0.077
C  1.389486  -2.957379  1.815310  0.000
C  1.705346  -3.255400  0.365176  -0.568
O  2.224561  -4.313618  0.033155  0.012
N  1.366373  -2.277768  -0.498321  0.008
C  1.486435  -2.414016  -1.927092  -0.070
H  0.755490  -2.079271  1.926132  0.047
H  2.322075  -2.768859  2.349623  0.081
H  0.909114  -3.834734  2.240962  0.081
H  0.939103  -1.395897  -0.196922  0.066
H  2.358614  -1.892469  -2.335112  0.079
H  0.613276  -1.996020  -2.428642  0.071
H  1.546783  -3.470589  -2.183921  0.081
C  -2.458722  -2.284053  -1.256835  0.003
C  -2.603915  -1.408402  -2.474187  -0.547
O  -3.146456  -1.811858  -3.496749  0.020
N  -1.929166  -0.233784  -2.421918  0.010
C  -1.880234  0.706741  -3.507800  -0.090
H  -3.446953  -2.543291  -0.885590  0.088
H  -1.831773  -1.803581  -0.507474  0.044
H  -1.924203  -3.195072  -1.527361  0.088
H  -1.405244  -0.026587  -1.576054  0.079
H  -1.329647  1.588900  -3.187031  0.069
H  -2.875984  1.089489  -3.754553  0.085
H  -1.408168  0.298495  -4.402514  0.082
C  -2.834563  -1.060188  1.858618  -0.013
C  -3.462981  0.116871  1.130260  -0.564
O  -4.681374  0.262109  1.105706  0.007
N  -2.607723  0.956373  0.521673  0.009
C  -3.002876  2.237062  -0.030708  -0.059
H  -2.932306  -0.827520  2.921040  0.079
H  -1.768630  -1.100452  1.633502  0.043
H  -3.359188  -1.969519  1.597583  0.074
H  -1.627608  0.663628  0.404069  0.063
H  -4.043400  2.451491  0.181241  0.078
H  -2.852111  2.252232  -1.116746  0.065
H  -2.350409  3.014954  0.376742  0.079
C  2.206335  2.107908  -2.464750  -0.002
C  3.308362  1.536162  -1.603207  -0.571
O  4.489326  1.685294  -1.879420  0.023
N  2.878923  0.775386  -0.586652  0.012
C  3.761446  0.174978  0.381084  -0.073
H  2.169320  3.195082  -2.487581  0.079
H  1.226694  1.756277  -2.133885  0.056
H  2.343076  1.747413  -3.485045  0.082
H  1.884860  0.603851  -0.447199  0.074
H  4.147784  0.866391  1.132870  0.081
H  4.583998  -0.373575  -0.081782  0.087
H  3.223884  -0.610238  0.917553  0.067

Forces on atoms 1 to 2 (eV/Å):
F 0.2 0.0 -0.1
C -0.1 -0.4 -0.3

Results
- E_tot (Ha) = -1342.628965
- total charge = -1
- energy relative to the best compared isomer or geometry (same formula, charge and spin) (kcal per mole) = 0.0
- gap between HOMO and LUMO (eV) = 9.611

=====

Below is a structure of composition C15H35N15O6S at a distorted geometry, with properties calculated with ωB97M-V/def2-TZVPD.

Last column: Löwdin charge in e.
Atoms and positions in Å:
C  4.989089  0.640975  -0.986171  -0.102
C  3.913761  -0.433955  -1.118723  -0.246
C  2.939444  -0.187099  -2.255424  -0.215
N  2.277174  1.142841  -2.129948  0.051
C  0.924483  1.214823  -1.786800  -0.207
C  0.134848  2.196134  -2.339534  -0.028
C  -1.223469  2.367860  -1.997242  -0.074
C  -1.844579  1.555763  -1.099501  -0.043
C  -1.110058  0.508467  -0.493028  -0.375
N  -1.549230  -0.374620  0.398573  -0.238
S  -0.279145  -1.336279  0.726374  0.998
N  0.825296  -0.686585  -0.201618  -0.236
C  0.271470  0.348582  -0.849147  -0.263
H  5.857140  0.430304  -1.602428  0.067
H  4.599727  1.632980  -1.188135  0.063
H  5.299446  0.643006  0.050978  0.036
H  3.394009  -0.474306  -0.168934  0.061
H  4.386388  -1.406961  -1.234943  0.109
H  3.487777  -0.147048  -3.191906  0.082
H  2.201069  -0.982780  -2.351080  0.104
H  2.386085  1.606068  -3.021520  0.106
H  0.581953  2.861140  -3.061714  0.109
H  -1.794222  3.158454  -2.452259  0.077
H  -2.876154  1.691365  -0.814123  0.104
C  -1.921318  6.419919  -2.762274  -0.673
O  -2.367495  5.362308  -2.353292  0.019
N  -0.902966  7.075512  -2.128742  0.151
N  -2.402845  7.032927  -3.886553  0.148
H  -0.519418  7.944657  -2.445885  0.091
H  -0.528394  6.648523  -1.302406  0.105
H  -3.151066  6.575761  -4.371968  0.102
H  -2.050535  7.901475  -4.239540  0.091
C  2.966766  0.304739  -6.082106  -0.668
O  3.865758  0.427446  -5.268116  0.023
N  1.675387  0.038983  -5.711921  0.164
N  3.177200  0.421709  -7.427734  0.150
H  0.922211  -0.066860  -6.363691  0.094
H  1.486838  -0.062961  -4.731222  0.085
H  4.113666  0.614733  -7.728700  0.103
H  2.454070  0.322516  -8.113574  0.091
C  4.163423  -0.276972  3.176664  -0.669
O  4.765167  -0.016340  2.145816  0.019
N  2.890592  -0.776938  3.167805  0.161
N  4.690388  -0.092523  4.418520  0.156
H  2.376361  -0.976761  4.006224  0.076
H  2.462621  -0.925164  2.272664  0.064
H  5.617272  0.282963  4.474393  0.100
H  4.187737  -0.311221  5.261685  0.055
C  1.697333  0.619359  7.177145  -0.660
O  2.416105  0.160455  6.302800  0.012
N  0.506402  1.220159  6.893794  0.158
N  2.032121  0.566921  8.499323  0.155
H  -0.100523  1.604814  7.591473  0.095
H  0.238703  1.275896  5.928871  0.107
H  2.902809  0.130200  8.735811  0.105
H  1.458292  0.938140  9.231487  0.095
C  -5.095646  -2.912690  -0.083523  -0.671
O  -5.878670  -3.841515  -0.225612  0.005
N  -3.761682  -3.040523  -0.315308  0.167
N  -5.496368  -1.669715  0.320822  0.154
H  -3.108254  -2.285426  -0.200812  0.049
H  -3.427819  -3.941735  -0.603317  0.109
H  -6.473235  -1.536958  0.499030  0.099
H  -4.864469  -0.900506  0.443800  0.087
C  -5.624115  -7.030907  2.158209  -0.687
O  -4.507506  -7.056694  1.672106  0.018
N  -6.081615  -8.034878  2.978061  0.135
N  -6.507644  -6.015705  1.936445  0.158
H  -6.993745  -8.040965  3.390718  0.083
H  -5.456861  -8.796363  3.160618  0.095
H  -6.212305  -5.261636  1.334012  0.062
H  -7.425021  -5.987260  2.336227  0.089

Forces on atoms 1 to 2 (eV/Å):
C 0.0 -0.3 0.3
C 0.0 0.2 0.2

Results
- E_tot (Ha) = -2263.793881
- total charge = 0
- gap between HOMO and LUMO (eV) = 7.372